Entry 1:
ORCA calculation (ωB97M-V with the def2-TZVPD basis set) on a molecular structure, C10H15Cl3N3OPt in a non-equilibrium geometry.

The geometry in XYZ format:
```
33
C10H15Cl3N3OPt (ωB97M-V with the def2-TZVPD basis set)
Pt -0.564 -0.193 0.215
N -1.866 -1.386 1.423
C -1.013 -2.259 2.272
C 0.261 -2.609 1.517
N 0.902 -1.368 0.995
C 1.821 -0.665 1.950
C 1.147 0.271 2.948
N 0.308 1.248 2.264
H -2.589 -0.923 1.963
H -2.339 -1.941 0.715
H -1.530 -3.179 2.550
H -0.796 -1.720 3.188
H 0.028 -3.233 0.654
H 0.956 -3.157 2.156
H 1.462 -1.605 0.176
H 2.515 -0.098 1.329
H 2.397 -1.423 2.486
H 1.948 0.725 3.539
H 0.527 -0.288 3.647
H 0.876 1.959 1.816
H -0.326 1.734 2.884
Cl -1.437 3.434 -5.753
C -0.848 2.465 -4.446
C -1.647 2.245 -3.342
C -1.116 1.463 -2.335
Cl -2.101 1.178 -0.873
C 0.147 0.887 -2.336
O 0.620 0.122 -1.363
C 0.915 1.150 -3.484
Cl 2.501 0.476 -3.580
C 0.429 1.921 -4.519
H -2.638 2.669 -3.270
H 1.048 2.100 -5.387
```

## Properties
Spin multiplicity   1
Relative energy (zero: lowest compared OMol25 entry of this formula, charge and spin)   0.0 kJ/mol
Total charge   +1
E_HOMO   -0.39600 Ha
Total energy   -2129.23539 Ha
Orbital gap   7.728 eV
Largest force on an atom   0.030 Eh/bohr

---

Entry 2:
ORCA calculation (ωB97M-V with the def2-TZVPD basis set) on C22H28ClN3O in the gas phase.

The geometry in XYZ format:
```
55
C22H28ClN3O (ωB97M-V with the def2-TZVPD basis set)
C 2.805 3.191 -5.239
C 3.709 2.013 -5.608
C 3.750 1.012 -4.490
C 4.700 1.108 -3.480
C 4.704 0.224 -2.420
C 3.748 -0.788 -2.337
N 3.787 -1.666 -1.253
C 2.763 -2.260 -0.542
O 3.015 -3.059 0.336
N 1.500 -1.896 -0.900
C 0.374 -2.288 -0.085
C 0.092 -1.314 1.068
C -0.257 0.087 0.562
C -0.602 0.998 1.748
N -1.679 0.500 2.576
C -3.001 0.628 1.989
C -4.066 0.493 3.045
C -3.907 1.123 4.274
C -4.883 1.018 5.246
C -6.037 0.288 5.009
C -6.190 -0.337 3.784
Cl -7.623 -1.257 3.468
C -5.216 -0.244 2.804
C -1.379 -0.838 3.054
C -1.054 -1.836 1.936
C 2.816 -0.912 -3.366
C 2.818 -0.015 -4.418
H 2.775 3.917 -6.048
H 3.173 3.684 -4.342
H 1.792 2.845 -5.046
H 3.329 1.539 -6.516
H 4.716 2.383 -5.812
H 5.447 1.888 -3.524
H 5.451 0.310 -1.644
H 4.694 -1.828 -0.840
H 1.394 -1.052 -1.442
H 0.609 -3.272 0.325
H -0.504 -2.369 -0.733
H 0.997 -1.251 1.682
H 0.584 0.523 0.018
H -1.110 0.032 -0.119
H -0.866 1.998 1.394
H 0.281 1.090 2.391
H -3.197 -0.095 1.181
H -3.070 1.632 1.556
H -3.004 1.684 4.455
H -4.753 1.508 6.199
H -6.804 0.203 5.761
H -5.358 -0.745 1.858
H -2.230 -1.190 3.641
H -0.515 -0.756 3.721
H -1.938 -1.995 1.314
H -0.782 -2.795 2.378
H 2.114 -1.732 -3.361
H 2.088 -0.126 -5.207
```

## Properties
Spin multiplicity   1
Relative energy (zero: lowest compared OMol25 entry of this formula, charge and spin)   0.0 kJ/mol
Total charge   0
E_HOMO   -0.30940 Ha
Total energy   -1554.87511 Ha
Orbital gap   9.038 eV
Largest force on an atom   0.012 Eh/bohr

---

> Number 2 is which compound?

C22H28ClN3O